Below is an isolated molecule of C5H9Cl2NO2S2 at a distorted geometry, with properties calculated with ωB97M-V/def2-TZVPD.

Structure (XYZ):
```
21
Properties=species:S:1:pos:R:3:forces:R:3
C 0.272 -0.710 -2.164 1.0 0.5 2.3
C 0.730 -1.059 1.200 -1.1 0.6 -0.8
C -1.319 -1.222 2.428 -1.2 -1.2 -4.4
C -0.562 0.974 1.625 5.8 1.1 1.4
C 0.440 1.863 -2.996 -1.8 2.0 -1.1
N -0.366 -0.471 1.658 1.4 -0.4 1.0
O 2.385 -1.546 -0.691 2.1 -2.8 -0.4
O 1.838 0.760 -0.578 -0.6 1.2 0.6
S -0.726 0.655 -2.346 -0.9 0.7 -0.4
S 1.368 -0.597 -0.570 -0.3 1.4 -1.2
Cl -0.552 -2.185 -2.053 -0.8 -1.0 -0.4
Cl 0.789 -2.730 1.562 0.6 -0.2 -0.3
H -1.880 -1.960 1.726 0.8 1.2 1.3
H -0.926 -1.717 3.215 1.4 -1.6 2.5
H -1.929 -0.485 2.740 -2.8 2.0 1.4
H 0.443 1.463 1.192 -2.4 -1.1 0.7
H -1.329 1.116 1.019 -3.4 1.2 -2.8
H -0.736 1.494 2.599 0.1 -1.1 -0.4
H 1.120 1.301 -3.530 1.5 -1.1 -1.4
H 1.006 2.448 -2.312 0.1 0.2 1.1
H -0.064 2.610 -3.729 0.5 -1.5 1.3
```
Forces are in eV/Å.

Its lowest unoccupied orbital energy (spin up / spin down) is -1.54 / -0.99 eV. The value obtained for the HOMO-LUMO gap (spin up / spin down) is 6.06 / 7.10 eV. For the electronic energy, the calculation gives -57625.783 eV. Its spin multiplicity is 1.

=====

Below is a structure of composition C7H24N4O5Sm at a distorted geometry, with properties calculated with ωB97M-V/def2-TZVPD.

Structure (XYZ):
```
41
Properties=species:S:1:pos:R:3:forces:R:3
O -0.009 2.982 1.194 -0.8 1.0 0.0
H 0.596 3.718 0.998 -0.2 -0.6 0.0
Sm -0.150 0.678 0.237 0.6 0.9 1.1
N -0.987 -0.384 -1.762 -0.3 -1.5 -3.4
N 1.141 -1.195 -0.799 0.6 -2.3 -2.1
O -2.149 0.197 -2.267 1.3 -0.6 0.6
O 2.162 -1.903 -0.050 -0.3 0.9 -0.9
C -0.377 -1.281 -2.550 -3.0 2.8 1.0
C 0.860 -1.741 -1.995 2.1 0.5 3.7
C -0.937 -1.762 -3.844 0.0 0.0 -0.4
C 1.699 -2.756 -2.669 0.1 -0.6 0.0
H -1.772 -1.127 -4.161 0.2 -0.2 0.2
H -1.296 -2.800 -3.755 0.1 0.3 0.0
H -0.177 -1.755 -4.639 -0.1 0.0 0.3
H 2.386 -3.226 -1.960 -0.1 0.2 -0.2
H 2.293 -2.305 -3.477 -0.2 0.0 0.2
H 1.066 -3.530 -3.119 0.2 0.2 0.0
H -2.179 1.027 -1.665 -0.2 -0.4 -0.1
H 2.878 -1.249 0.088 -0.4 -0.2 -0.1
O -0.800 -1.674 1.190 -0.2 -0.9 -0.4
H -1.640 -2.121 0.969 0.4 0.2 0.2
H -0.108 -2.278 0.846 -0.4 0.4 0.3
C 1.794 1.832 -0.644 0.2 -0.6 -0.3
H 1.774 2.925 -0.745 0.1 -0.2 0.0
H 1.867 1.407 -1.664 0.3 0.2 0.1
H 2.718 1.554 -0.110 0.1 0.1 -0.2
O -1.673 2.080 -0.584 -0.7 0.7 -1.0
H -0.803 3.100 0.591 0.8 0.0 0.5
H -1.741 2.798 -1.237 0.1 -0.3 0.4
N -1.806 0.996 2.160 -0.3 0.1 0.6
C -1.122 1.384 3.429 -0.4 0.0 -0.3
C -0.050 0.372 3.752 0.6 -0.3 -0.3
N 0.894 0.199 2.597 0.3 -0.1 0.3
H -2.481 1.711 1.880 0.2 -0.1 0.1
H -2.351 0.149 2.326 0.1 0.2 0.0
H -0.679 2.370 3.274 -0.1 -0.1 0.1
H -1.839 1.429 4.255 0.2 0.1 0.0
H 0.512 0.680 4.642 -0.3 -0.1 0.0
H -0.502 -0.606 3.945 0.1 0.1 0.0
H 1.683 0.843 2.692 -0.3 -0.1 0.0
H 1.306 -0.737 2.630 -0.2 0.3 0.1
```
Forces are in eV/Å.

Its lowest unoccupied orbital energy (spin up / spin down) is -4.06 / -4.05 eV. The expectation value of S² is 8.7621. The value obtained for the HOMO-LUMO gap (spin up / spin down) is 6.37 / 6.31 eV. For the electronic energy, the calculation gives -41743.895 eV. The total charge is +1. Its spin multiplicity is 6. Its energy above the lowest of the compared OMol25 structures with the same formula, charge and spin is 0.271 eV.

=====

Below is a cluster of 6 separate species, CH15NO5 in total at a distorted geometry, with properties calculated with ωB97M-V/def2-TZVPD.

Structure (XYZ):
```
22
Properties=species:S:1:pos:R:3:forces:R:3
C -0.278 2.100 -1.792 -0.3 -0.2 -1.1
N -0.235 0.679 -1.459 -0.1 0.2 -0.2
H -0.188 2.246 -2.873 -0.1 0.2 0.0
H -1.221 2.550 -1.500 0.0 0.1 0.3
H 0.557 2.608 -1.362 0.5 0.6 0.5
H 0.190 0.225 -2.253 0.4 -0.4 0.2
H -1.172 0.313 -1.488 -0.4 -0.3 0.3
H -1.019 0.575 0.963 0.2 -0.3 -0.1
H -1.513 0.678 2.391 0.1 1.0 1.3
O -1.544 0.130 1.638 -0.5 -0.8 -1.2
H -2.032 -1.836 -0.082 0.0 0.1 0.0
H -2.367 -2.414 -1.438 0.0 0.2 0.0
O -2.394 -1.583 -0.947 0.1 -0.3 0.0
H 1.202 0.687 0.393 -0.3 -0.1 -0.4
H 2.192 -0.400 0.715 0.0 -0.2 0.1
O 1.330 -0.060 0.984 0.6 0.2 0.4
H 3.950 0.862 0.958 -0.1 0.1 0.0
H 5.320 0.248 0.826 0.1 -0.1 -0.1
O 4.443 0.227 0.430 0.0 0.1 0.1
H -1.674 -1.818 2.060 0.1 0.2 0.0
H -2.128 -3.309 2.046 0.0 0.2 0.1
O -1.419 -2.710 1.789 -0.1 -0.3 -0.2
```
Forces are in eV/Å.

Its lowest unoccupied orbital energy is 0.66 eV. The value obtained for the HOMO-LUMO gap is 10.18 eV. For the electronic energy, the calculation gives -13007.865 eV. As for the SMILES: CN.O.O.O.O.O. Its spin multiplicity is 1. Its energy above the lowest of the compared OMol25 structures with the same formula, charge and spin is 1.005 eV.

=====

Below is an isolated molecule of C4H8S at a distorted geometry, with properties calculated with ωB97M-V/def2-TZVPD.

Structure (XYZ):
```
13
Properties=species:S:1:pos:R:3:forces:R:3
C -2.427 0.016 -0.163 -0.6 -0.4 -1.3
C 0.153 0.385 0.267 0.9 2.3 -1.2
C 1.420 -0.362 0.349 1.3 1.3 0.1
C 2.528 -0.283 -0.405 0.0 -0.9 1.3
H -2.478 0.820 0.523 -0.2 0.2 1.7
H -3.190 -0.775 -0.063 -0.2 1.0 -0.1
H -2.481 0.620 -1.079 -0.3 -0.8 -0.4
H 0.195 1.229 -0.489 -0.2 -1.0 0.5
H -0.163 0.838 1.203 0.3 0.1 0.3
H 1.323 -0.983 1.225 0.8 -0.7 0.0
H 3.299 -0.988 -0.020 -0.2 0.8 -0.9
H 2.747 0.392 -1.261 -0.5 -0.6 0.8
S -0.925 -0.907 -0.087 -1.2 -1.2 -0.6
```
Forces are in eV/Å.

Its lowest unoccupied orbital energy is 1.09 eV. The value obtained for the HOMO-LUMO gap is 9.57 eV. For the electronic energy, the calculation gives -15111.390 eV. As for the SMILES: C=CCSC. Its spin multiplicity is 1. Its energy above the lowest of the compared OMol25 structures with the same formula, charge and spin is 0.996 eV.

=====

Below is the ion C5H15N2 with charge +1 at a distorted geometry, with properties calculated with ωB97M-V/def2-TZVPD.

Structure (XYZ):
```
22
Properties=species:S:1:pos:R:3:forces:R:3
C 0.785 0.418 -1.395 -1.0 1.0 -0.2
C -0.728 0.442 -1.333 -0.2 0.1 0.1
C -1.393 0.622 0.029 -0.2 0.2 0.5
C -1.143 -0.461 1.082 0.0 -0.9 0.0
N 0.245 -0.773 1.396 0.3 0.6 -0.6
C 0.656 -2.164 1.217 0.5 0.7 -0.3
N 1.314 1.809 -1.017 1.9 -0.5 -0.1
H 1.218 -0.243 -0.669 0.3 -0.5 0.0
H 1.056 0.302 -2.439 0.5 -0.4 0.1
H -1.122 -0.452 -1.798 0.2 -0.5 -0.1
H -1.046 1.232 -2.016 -0.2 0.2 0.0
H -1.200 1.627 0.431 0.0 -0.1 0.0
H -2.473 0.568 -0.152 0.1 0.4 0.0
H -1.678 -0.294 2.020 -0.3 0.5 -0.2
H -1.611 -1.366 0.683 0.1 -0.1 0.0
H 0.518 -0.366 2.278 0.0 -0.3 0.1
H 0.468 -2.432 0.171 -0.4 -0.3 0.3
H 1.745 -2.187 1.269 0.0 -0.3 0.4
H 0.204 -2.857 1.937 0.1 -0.1 -0.3
H 0.825 2.301 -0.279 -0.5 -0.1 0.3
H 2.285 1.654 -0.684 -0.6 0.3 0.0
H 1.416 2.434 -1.817 -0.3 0.0 -0.1
```
Forces are in eV/Å.

Its lowest unoccupied orbital energy is -3.53 eV. The value obtained for the HOMO-LUMO gap is 8.72 eV. For the electronic energy, the calculation gives -8401.628 eV. The total charge is +1. As for the SMILES: CNCCCC[NH3+]. Its spin multiplicity is 1. Its energy above the lowest of the compared OMol25 structures with the same formula, charge and spin is 1.049 eV.

=====

Below is a cluster of 2 separate species, C4H11S in total at a distorted geometry, with properties calculated with ωB97M-V/def2-TZVPD.

Structure (XYZ):
```
16
Properties=species:S:1:pos:R:3:forces:R:3
C -0.190 4.676 -3.333 -0.1 -0.3 0.8
S 0.889 3.451 -2.480 0.0 0.2 -0.2
H -0.845 5.156 -2.594 0.1 0.2 0.0
H 0.383 5.459 -3.831 -0.1 0.0 -0.2
H -0.875 4.166 -4.009 0.1 0.1 -0.4
C -0.290 -3.026 2.321 -0.4 0.0 -0.2
C -0.526 -1.930 1.300 0.8 1.4 -0.1
C 0.799 -1.309 0.801 0.3 0.4 -0.2
H 0.497 -3.692 1.970 0.1 -0.2 0.0
H -1.188 -3.632 2.500 0.0 -0.1 0.1
H 0.037 -2.625 3.286 0.1 0.0 0.0
H -1.116 -1.088 1.675 -0.2 -0.3 0.4
H -1.063 -2.233 0.425 -0.5 -0.6 -0.4
H 1.138 -1.755 -0.140 0.2 -0.4 0.3
H 0.775 -0.242 0.542 -0.6 0.0 0.2
H 1.573 -1.374 1.567 0.1 -0.3 -0.1
```
Forces are in eV/Å.

Its lowest unoccupied orbital energy (spin up / spin down) is 6.40 / 6.32 eV. The expectation value of S² is 0.7506. The value obtained for the HOMO-LUMO gap (spin up / spin down) is 2.92 / 6.64 eV. For the electronic energy, the calculation gives -15158.454 eV. The total charge is -2. Its spin multiplicity is 2. Its energy above the lowest of the compared OMol25 structures with the same formula, charge and spin is 0.225 eV.

=====

Below is a structure of composition C23H20I2N6O7S2Sc at a distorted geometry, with properties calculated with ωB97M-V/def2-TZVPD.

Structure (XYZ):
```
61
Properties=species:S:1:pos:R:3:forces:R:3
Sc 0.480 1.385 -0.115 1.0 -2.0 1.6
I 4.029 -1.368 6.327 -0.1 0.1 -0.2
C 3.327 -0.526 4.527 0.1 -0.2 0.3
C 4.149 0.314 3.797 -0.1 0.0 0.0
C 3.653 0.824 2.616 -0.1 0.2 -0.6
I 4.784 2.142 1.436 0.1 -0.1 0.2
C 2.382 0.497 2.085 0.5 0.1 0.4
O 2.025 0.951 0.920 1.4 -0.8 1.1
C 1.563 -0.329 2.893 0.0 0.2 -0.2
C 0.190 -0.728 2.420 0.1 0.1 0.0
N -0.583 0.397 1.872 0.0 0.0 0.0
C -1.083 1.281 2.921 0.1 0.2 -0.2
C -0.657 2.721 2.751 0.0 -0.1 0.1
C -1.084 3.671 3.672 0.0 0.1 0.0
C -0.700 4.988 3.501 0.0 -0.2 0.0
C 0.092 5.311 2.412 0.1 0.0 0.0
C 0.482 4.300 1.553 0.1 0.1 0.1
N 0.133 3.023 1.727 -0.2 0.1 -0.2
C 2.049 -0.826 4.091 -0.1 0.0 0.0
H 5.143 0.566 4.138 0.0 0.0 0.0
H 0.294 -1.480 1.646 0.0 0.0 -0.1
H -0.349 -1.200 3.252 0.0 0.0 0.0
H -1.358 0.019 1.332 -0.1 -0.1 0.1
H -2.174 1.252 2.967 0.0 0.0 0.0
H -0.701 0.943 3.889 -0.1 0.0 0.0
H -1.706 3.369 4.505 0.0 0.0 0.0
H -1.006 5.745 4.212 0.0 0.0 0.0
H 0.399 6.330 2.226 0.0 0.0 0.0
H 1.099 4.506 0.690 0.0 0.0 0.0
H 1.413 -1.471 4.686 0.0 0.0 0.0
N -3.295 -5.419 -4.834 -0.1 -0.1 0.1
C -2.727 -4.549 -3.909 0.0 0.1 0.1
C -1.541 -4.898 -3.254 0.0 0.0 0.0
C -1.011 -4.074 -2.283 0.0 0.0 0.0
C -1.649 -2.884 -1.963 0.0 0.1 0.3
C -2.830 -2.533 -2.587 0.0 0.2 0.1
C -3.365 -3.359 -3.562 0.0 0.0 -0.1
S -1.058 -1.981 -0.545 0.3 -0.2 0.3
O -0.375 -2.981 0.253 0.1 0.1 -0.3
O -2.204 -1.361 0.085 -0.1 0.1 -0.1
N -0.009 -0.775 -0.871 -0.5 -0.5 -0.3
C 0.621 -0.601 -2.041 0.5 -0.3 -0.6
N 1.422 0.506 -2.060 -0.7 -0.5 0.1
C 1.959 0.849 -3.217 0.2 0.2 0.1
C 1.802 0.098 -4.369 0.1 0.0 0.0
C 1.075 -1.070 -4.225 -0.1 -0.1 0.2
N 0.494 -1.431 -3.094 0.0 0.0 0.1
H -2.673 -6.094 -5.242 0.0 0.0 -0.1
H -3.940 -5.016 -5.491 0.0 0.0 0.0
H -1.055 -5.837 -3.492 0.0 0.0 0.0
H -0.119 -4.350 -1.740 0.0 0.0 -0.1
H -3.339 -1.625 -2.288 0.0 0.0 0.0
H -4.303 -3.097 -4.038 0.0 0.0 0.0
H 2.554 1.755 -3.209 -0.1 0.1 0.0
H 2.228 0.401 -5.313 0.1 0.0 0.0
H 0.948 -1.766 -5.051 0.0 0.1 0.0
O -1.087 3.055 -2.786 0.0 -0.1 0.1
S -0.831 3.154 -1.371 -0.8 1.4 -0.7
O -1.358 4.330 -0.718 0.0 -0.1 -0.1
O -1.301 1.897 -0.639 -1.8 0.6 -0.7
O 0.681 3.050 -1.099 -0.1 1.2 -0.8
```
Forces are in eV/Å.

Its lowest unoccupied orbital energy is 2.12 eV. The value obtained for the HOMO-LUMO gap is 7.62 eV. For the electronic energy, the calculation gives -106029.919 eV. The total charge is -1. Its spin multiplicity is 1. Its energy above the lowest of the compared OMol25 structures with the same formula, charge and spin is 0.759 eV.